1.
# C4H9NO2

A 2-piece molecular cluster, C4H9NO2 overall (ωB97M-V/def2-TZVPD, the OMol25 dataset).

Atoms and positions in Å:
O1 2.02 -1.26 0.14
O2 -0.51 -0.81 1.16
N1 1.97 0.79 -0.87
C1 2.57 -0.29 -0.57
C2 -1.21 1.27 -0.05
C3 -1.61 -1.26 0.38
C4 -1.55 0.12 0.86
H1 3.59 -0.55 -0.86
H2 -2.15 0.37 1.74
H3 2.57 1.40 -1.41
H4 1.13 -0.98 0.44
H5 -1.38 -1.47 -0.66
H6 -2.26 -1.99 0.88
H7 -2.13 1.69 -0.48
H8 -0.69 2.06 0.50
H9 -0.54 0.95 -0.85

## Properties
DFT total energy   -363.0002 Ha
Energy relative to the best compared isomer or geometry (same formula, charge and spin)   224.2 kJ/mol
Total charge   0
M   103.12 g mol⁻¹
SMILES string   C[C@H]1CO1.[H]/N=C/O
Frontier orbital gap   11.1546 eV

Results of the natural (NBO) charge analysis, in e, for atoms 1 through 8:
1. O -0.689
2. O -0.529
3. N -0.757
4. C 0.424
5. C -0.646
6. C -0.113
7. C 0.071
8. H 0.137



2.
# C4H9NO2

A 2-piece molecular cluster, C4H9NO2 overall (ωB97M-V/def2-TZVPD, the OMol25 dataset).

Atoms and positions in Å:
O1 1.56 2.21 -0.30
O2 -0.74 1.07 -1.05
N1 1.48 0.08 0.72
C1 -0.87 0.19 -0.21
C2 0.05 0.13 1.00
C3 -1.99 -0.81 -0.31
C4 2.07 1.07 0.19
H1 -0.20 -0.75 1.61
H2 -1.62 -1.82 -0.14
H3 -0.19 1.02 1.61
H4 0.73 -2.29 -1.16
H5 3.15 1.05 0.11
H6 -2.48 -0.73 -1.28
H7 -2.72 -0.60 0.48
H8 1.15 -1.86 -0.72
H9 0.62 2.04 -0.56

## Properties
DFT total energy   -363.0015 Ha
Energy relative to the best compared isomer or geometry (same formula, charge and spin)   220.5 kJ/mol
Total charge   0
M   103.12 g mol⁻¹
SMILES string   CC(=O)C/N=C\O.[H][H]
Frontier orbital gap   10.4727 eV

Results of the natural (NBO) charge analysis, in e, for atoms 1 through 8:
1. O -0.694
2. O -0.577
3. N -0.518
4. C 0.623
5. C -0.372
6. C -0.723
7. C 0.439
8. H 0.211



3.
# C4H9NO2

One molecule with the formula C4H9NO2 at a distorted geometry (ωB97M-V/def2-TZVPD, the OMol25 dataset).

Atoms and positions in Å:
O1 0.07 -0.38 2.93
O2 -1.04 0.99 1.53
N1 0.36 -0.68 0.76
C1 0.80 1.07 -0.91
C2 -0.27 0.07 1.70
C3 0.43 -0.39 -0.67
C4 -0.91 -0.72 -1.33
H1 -1.73 -0.38 -0.69
H2 1.06 -1.25 1.18
H3 0.76 1.26 -1.99
H4 -1.00 -0.06 -2.21
H5 -0.51 0.07 3.56
H6 1.26 -0.96 -1.07
H7 1.79 1.32 -0.54
H8 0.08 1.76 -0.53
H9 -1.16 -1.70 -1.72

## Properties
DFT total energy   -363.0767 Ha
Energy relative to the best compared isomer or geometry (same formula, charge and spin)   23.2 kJ/mol
Total charge   0
M   103.12 g mol⁻¹
SMILES string   CC(C)NC(=O)O
Frontier orbital gap   10.7376 eV

Results of the natural (NBO) charge analysis, in e, for atoms 1 through 8:
1. O -0.706
2. O -0.658
3. N -0.635
4. C -0.617
5. C 0.878
6. C -0.043
7. C -0.628
8. H 0.230



4.
# C4H9NO2

One molecule with the formula C4H9NO2 (ωB97M-V/def2-TZVPD, the OMol25 dataset).

Atoms and positions in Å:
O1 -0.90 0.64 0.37
O2 0.22 -0.51 1.88
N1 0.81 0.84 -1.51
C1 -1.07 -0.51 2.57
C2 1.39 0.48 -0.24
C3 0.16 0.16 0.73
C4 0.46 -0.30 -2.36
H1 2.15 -0.30 -0.37
H2 -0.08 1.24 -1.18
H3 -1.85 -0.94 1.94
H4 -0.51 -0.75 -2.10
H5 1.23 -1.08 -2.27
H6 0.43 0.02 -3.41
H7 -0.95 -1.10 3.48
H8 -1.37 0.51 2.82
H9 1.91 1.36 0.17

## Properties
DFT total energy   -363.0211 Ha
Energy relative to the best compared isomer or geometry (same formula, charge and spin)   169.1 kJ/mol
Total charge   0
M   103.12 g mol⁻¹
SMILES string   CNCC(=O)OC
Frontier orbital gap   9.9710 eV

Results of the natural (NBO) charge analysis, in e, for atoms 1 through 8:
1. O -0.636
2. O -0.495
3. N -0.624
4. C -0.265
5. C -0.314
6. C 0.772
7. C -0.425
8. H 0.216



5.
# C4H9NO2

One molecule with the formula C4H9NO2 (ωB97M-V/def2-TZVPD, the OMol25 dataset).

Atoms and positions in Å:
O1 -2.48 1.43 -0.92
O2 0.37 -1.46 0.41
N1 -2.36 -0.39 0.44
C1 0.67 -0.32 -0.38
C2 -0.30 0.84 -0.08
C3 -1.81 0.65 -0.27
C4 2.09 0.06 -0.08
H1 -1.75 -1.11 0.80
H2 -0.03 1.69 -0.72
H3 -3.33 -0.61 0.27
H4 2.75 -0.82 -0.11
H5 0.54 -0.63 -1.43
H6 -0.15 1.13 0.97
H7 1.14 -1.70 0.94
H8 2.47 0.78 -0.78
H9 2.20 0.45 0.94

## Properties
DFT total energy   -363.0677 Ha
Energy relative to the best compared isomer or geometry (same formula, charge and spin)   46.7 kJ/mol
Total charge   0
M   103.12 g mol⁻¹
SMILES string   C[C@@H](O)CC(N)=O
Frontier orbital gap   10.3801 eV

Results of the natural (NBO) charge analysis, in e, for atoms 1 through 8:
1. O -0.613
2. O -0.744
3. N -0.834
4. C 0.103
5. C -0.522
6. C 0.677
7. C -0.638
8. H 0.414



6.
# C4H9NO2

A 2-piece molecular cluster, C4H9NO2 overall at a distorted geometry (ωB97M-V/def2-TZVPD, the OMol25 dataset).

Atoms and positions in Å:
O1 2.95 -1.40 0.16
O2 -0.09 1.65 -0.60
N1 2.23 0.74 0.71
C1 -2.25 -0.38 -0.16
C2 -0.51 0.48 -0.92
C3 1.93 -0.74 0.29
C4 -0.53 -0.67 -0.09
H1 1.70 0.95 1.57
H2 -2.60 -1.32 -0.58
H3 -2.51 -0.28 0.89
H4 -0.33 -1.64 -0.56
H5 -0.91 0.40 -1.92
H6 3.22 0.78 0.99
H7 -2.77 0.42 -0.70
H8 -0.26 -0.62 0.95
H9 0.74 1.64 -0.02

## Properties
DFT total energy   -362.8525 Ha
Energy relative to the best compared isomer or geometry (same formula, charge and spin)   611.9 kJ/mol
Total charge   0
M   103.12 g mol⁻¹
Frontier orbital gap (alpha / beta)   5.9705 / 5.9712 eV

Results of the natural (NBO) charge analysis, in e, for atoms 1 through 8:
1. O -0.670
2. O -0.635
3. N -1.034
4. C -0.641
5. C 0.459
6. C 0.234
7. C -0.441
8. H 0.340



Copy entry 6 word for word.
# C4H9NO2

A 2-piece molecular cluster, C4H9NO2 overall at a distorted geometry (ωB97M-V/def2-TZVPD, the OMol25 dataset).

Atoms and positions in Å:
O1 2.95 -1.40 0.16
O2 -0.09 1.65 -0.60
N1 2.23 0.74 0.71
C1 -2.25 -0.38 -0.16
C2 -0.51 0.48 -0.92
C3 1.93 -0.74 0.29
C4 -0.53 -0.67 -0.09
H1 1.70 0.95 1.57
H2 -2.60 -1.32 -0.58
H3 -2.51 -0.28 0.89
H4 -0.33 -1.64 -0.56
H5 -0.91 0.40 -1.92
H6 3.22 0.78 0.99
H7 -2.77 0.42 -0.70
H8 -0.26 -0.62 0.95
H9 0.74 1.64 -0.02

## Properties
DFT total energy   -362.8525 Ha
Energy relative to the best compared isomer or geometry (same formula, charge and spin)   611.9 kJ/mol
Total charge   0
M   103.12 g mol⁻¹
Frontier orbital gap (alpha / beta)   5.9705 / 5.9712 eV

Results of the natural (NBO) charge analysis, in e, for atoms 1 through 8:
1. O -0.670
2. O -0.635
3. N -1.034
4. C -0.641
5. C 0.459
6. C 0.234
7. C -0.441
8. H 0.340



Repeat the fifth record exactly.
# C4H9NO2

One molecule with the formula C4H9NO2 (ωB97M-V/def2-TZVPD, the OMol25 dataset).

Atoms and positions in Å:
O1 -2.48 1.43 -0.92
O2 0.37 -1.46 0.41
N1 -2.36 -0.39 0.44
C1 0.67 -0.32 -0.38
C2 -0.30 0.84 -0.08
C3 -1.81 0.65 -0.27
C4 2.09 0.06 -0.08
H1 -1.75 -1.11 0.80
H2 -0.03 1.69 -0.72
H3 -3.33 -0.61 0.27
H4 2.75 -0.82 -0.11
H5 0.54 -0.63 -1.43
H6 -0.15 1.13 0.97
H7 1.14 -1.70 0.94
H8 2.47 0.78 -0.78
H9 2.20 0.45 0.94

## Properties
DFT total energy   -363.0677 Ha
Energy relative to the best compared isomer or geometry (same formula, charge and spin)   46.7 kJ/mol
Total charge   0
M   103.12 g mol⁻¹
SMILES string   C[C@@H](O)CC(N)=O
Frontier orbital gap   10.3801 eV

Results of the natural (NBO) charge analysis, in e, for atoms 1 through 8:
1. O -0.613
2. O -0.744
3. N -0.834
4. C 0.103
5. C -0.522
6. C 0.677
7. C -0.638
8. H 0.414



- What is the M in the sixth record?
  103.12 g mol⁻¹



- energy relative to the best compared isomer or geometry (same formula, charge and spin) of number 4 (C4H9NO2)?
  169.1 kJ/mol